(1)
Formula: C5H6O
Source: the OMol25 dataset
Level of theory: ωB97M-V/def2-TZVPD

```
! RIJCOSX wB97M-V def2-TZVPD def2/J DEFGRID3
* xyz 0 1
C -1.479 0.601 -0.156
C -0.968 -0.805 -0.358
C 0.319 -1.284 -0.244
C 1.371 -0.501 0.242
C 2.081 0.695 0.424
O 1.806 1.485 1.338
H -1.342 0.916 0.887
H -0.950 1.349 -0.766
H -2.558 0.657 -0.361
H -1.744 -1.571 -0.446
H 0.466 -2.383 -0.346
H 2.999 0.842 -0.213
*
```

For the LUMO energy (alpha / beta), the calculation gives -1.177 / -1.222 eV. The HOMO energy (alpha / beta) is -8.15 / -8.71 eV. The value obtained for the HOMO-LUMO gap (alpha / beta) is 0.2564 / 0.2753 hartree. As for the total energy: -269.198355 hartree.

(2)
Formula: C5H6O
Source: the OMol25 dataset
Level of theory: ωB97M-V/def2-TZVPD

```
! RIJCOSX wB97M-V def2-TZVPD def2/J DEFGRID3
* xyz 0 1
C 0.646 -1.220 -0.557
C 0.755 0.166 0.046
O 1.464 0.345 1.009
C -0.108 1.367 -0.398
C -1.129 1.020 0.601
C -1.671 0.131 1.211
H 1.624 -1.401 -1.007
H -0.132 -1.383 -1.307
H 0.534 -1.945 0.255
H -0.585 1.389 -1.383
H 0.500 2.263 -0.260
H -1.897 -0.733 1.790
*
```

For the LUMO energy, the calculation gives 0.770 eV. The HOMO energy is -9.56 eV. The value obtained for the HOMO-LUMO gap is 0.3796 hartree. As for the total energy: -269.254429 hartree.

(3)
Formula: C5H6O
Source: the OMol25 dataset
Level of theory: ωB97M-V/def2-TZVPD

```
! RIJCOSX wB97M-V def2-TZVPD def2/J DEFGRID3
* xyz 0 1
C 0.297 -1.671 -0.365
C -0.207 -0.691 0.624
O 0.779 0.124 1.322
C -0.117 0.732 0.448
C 0.502 1.330 -0.738
C -0.233 2.320 -0.755
H 1.044 -1.204 -1.007
H -0.526 -2.059 -0.975
H 0.768 -2.498 0.167
H -1.015 -1.031 1.265
H -1.013 1.293 0.934
H -0.279 3.354 -0.921
*
```

For the LUMO energy, the calculation gives -0.030 eV. The HOMO energy is -9.76 eV. The value obtained for the HOMO-LUMO gap is 0.3575 hartree. As for the total energy: -269.143816 hartree.

(4)
Formula: C5H6O
Source: the OMol25 dataset
Level of theory: ωB97M-V/def2-TZVPD

```
! RIJCOSX wB97M-V def2-TZVPD def2/J DEFGRID3
* xyz 0 1
C -1.297 1.402 1.079
C -0.819 0.134 0.410
O -1.588 -0.729 0.045
C 1.507 -1.702 -1.574
C 1.119 -0.845 -0.675
C 0.658 0.025 0.191
H -2.388 1.394 1.120
H -0.953 2.278 0.517
H -0.889 1.483 2.093
H 1.581 -1.413 -2.619
H 1.742 -2.728 -1.309
H 1.329 0.699 0.721
*
```

For the LUMO energy, the calculation gives 0.714 eV. The HOMO energy is -9.67 eV. The value obtained for the HOMO-LUMO gap is 0.3816 hartree. As for the total energy: -269.295555 hartree.

(5)
Formula: C5H6O
Source: the OMol25 dataset
Level of theory: ωB97M-V/def2-TZVPD

```
! RIJCOSX wB97M-V def2-TZVPD def2/J DEFGRID3
* xyz 0 1
C -0.031 0.677 -1.883
C 0.408 -0.428 -1.299
C -0.241 1.425 -0.557
C 0.402 0.271 0.126
C 0.128 -0.609 1.288
O 1.086 1.550 -0.029
H -0.108 0.975 -2.986
H 0.753 -1.431 -1.409
H -1.141 2.006 -0.495
H -0.053 -0.036 2.187
H 0.934 -1.207 1.634
H -0.617 -1.295 1.090
*
```

For the LUMO energy, the calculation gives 1.068 eV. The HOMO energy is -9.08 eV. The value obtained for the HOMO-LUMO gap is 0.3729 hartree. As for the total energy: -269.201036 hartree.

(6)
Formula: C5H6O
Source: the OMol25 dataset
Level of theory: ωB97M-V/def2-TZVPD

```
! RIJCOSX wB97M-V def2-TZVPD def2/J DEFGRID3
* xyz 0 1
C -1.752 0.392 -0.809
C -0.918 -0.660 -0.817
C 0.446 -0.636 -0.210
O 1.109 0.665 -0.258
C 0.850 0.763 1.100
C 0.376 -0.487 1.298
H -1.853 1.049 0.055
H -2.402 0.596 -1.662
H -1.168 -1.582 -1.352
H 1.111 -1.428 -0.583
H 1.062 1.680 1.648
H 0.073 -1.108 2.134
*
```

For the LUMO energy, the calculation gives 1.044 eV. The HOMO energy is -8.55 eV. The value obtained for the HOMO-LUMO gap is 0.3526 hartree. As for the total energy: -269.226635 hartree.

(7)
Formula: C5H6O
Source: the OMol25 dataset
Level of theory: ωB97M-V/def2-TZVPD

```
! RIJCOSX wB97M-V def2-TZVPD def2/J DEFGRID3
* xyz 0 1
C -1.341 0.876 -0.155
C -0.959 -0.534 0.203
O -0.466 -1.347 -0.851
C 0.426 -1.033 0.211
C 1.579 -0.191 -0.045
C 2.593 0.454 -0.133
H -0.748 1.221 -1.006
H -1.188 1.561 0.685
H -2.400 0.912 -0.434
H -1.644 -1.052 0.878
H 0.653 -1.883 0.855
H 3.496 1.018 -0.209
*
```

For the LUMO energy, the calculation gives 1.070 eV. The HOMO energy is -9.92 eV. The value obtained for the HOMO-LUMO gap is 0.4037 hartree. As for the total energy: -269.247622 hartree.

(8)
Formula: C5H6O
Source: the OMol25 dataset
Level of theory: ωB97M-V/def2-TZVPD

```
! RIJCOSX wB97M-V def2-TZVPD def2/J DEFGRID3
* xyz 0 1
C -1.186 -0.123 0.513
C -0.434 -0.912 -0.344
C 1.638 -0.188 0.087
C 0.930 0.970 -0.117
C -0.444 0.631 -0.517
H -2.222 -0.238 0.254
H -1.223 0.086 1.731
H -0.979 -1.459 -1.050
H 2.601 -0.309 0.448
H 1.584 1.841 0.266
H -1.138 1.046 -1.185
O 0.872 -1.345 -0.086
*
```

For the LUMO energy, the calculation gives 1.117 eV. The HOMO energy is -8.44 eV. The value obtained for the HOMO-LUMO gap is 0.3512 hartree. As for the total energy: -269.240194 hartree.

(9)
Formula: C5H6O
Source: the OMol25 dataset
Level of theory: ωB97M-V/def2-TZVPD

```
! RIJCOSX wB97M-V def2-TZVPD def2/J DEFGRID3
* xyz 0 1
C 1.087 -0.365 -0.352
C 0.362 0.888 0.006
C -1.195 0.400 -0.143
O -1.183 -0.935 -0.511
C -0.009 -1.323 0.026
C -0.502 0.554 1.138
H 1.982 -0.512 0.258
H 1.354 -0.464 -1.417
H 0.825 1.862 -0.175
H -2.059 0.931 -0.529
H 0.149 -2.398 -0.102
H -0.811 1.368 1.806
*
```

For the LUMO energy (alpha / beta), the calculation gives 0.155 / 0.334 eV. The HOMO energy (alpha / beta) is -8.10 / -8.18 eV. The value obtained for the HOMO-LUMO gap (alpha / beta) is 0.3032 / 0.3129 hartree. As for the total energy: -269.174733 hartree.

(10)
Formula: C5H6O
Source: the OMol25 dataset
Level of theory: ωB97M-V/def2-TZVPD

```
! RIJCOSX wB97M-V def2-TZVPD def2/J DEFGRID3
* xyz 0 1
C 0.007 1.338 0.292
C -0.382 -0.080 0.731
C -1.361 -0.795 0.023
O -0.769 -1.283 -1.033
C 0.566 -0.966 -0.611
C 1.697 -1.160 -1.129
H 1.028 1.545 0.628
H -0.019 1.461 -0.793
H -0.668 2.071 0.748
H -0.421 -0.160 1.821
H -2.383 -1.111 0.221
H 2.705 -0.861 -0.897
*
```

For the LUMO energy (alpha / beta), the calculation gives -0.611 / -0.610 eV. The HOMO energy (alpha / beta) is -7.49 / -7.49 eV. The value obtained for the HOMO-LUMO gap (alpha / beta) is 0.2527 / 0.2528 hartree. As for the total energy: -269.128010 hartree.

(11)
Formula: C5H6O2
Source: the OMol25 dataset
Level of theory: ωB97M-V/def2-TZVPD

```
! RIJCOSX wB97M-V def2-TZVPD def2/J DEFGRID3
* xyz 0 1
O -1.868 0.296 0.597
C -1.063 -0.797 0.147
C 0.081 -0.103 -0.640
C -0.255 1.344 -0.198
O 0.047 1.758 0.910
C 1.445 -0.474 -0.272
C 2.577 -0.753 0.028
H -1.312 0.778 1.269
H -0.713 -1.381 1.003
H -1.684 -1.433 -0.493
H -0.057 -0.218 -1.723
H -0.780 1.972 -0.933
H 3.582 -0.990 0.305
*
```

For the LUMO energy, the calculation gives 0.880 eV. The HOMO energy is -9.85 eV. The value obtained for the HOMO-LUMO gap is 0.3942 hartree. As for the total energy: -344.477257 hartree.

(12)
Formula: C5H6O2
Source: the OMol25 dataset
Level of theory: ωB97M-V/def2-TZVPD

```
! RIJCOSX wB97M-V def2-TZVPD def2/J DEFGRID3
* xyz 0 1
C -1.561 -0.682 0.016
C -0.230 0.006 0.012
C 0.013 1.417 0.334
C 0.883 -0.222 -0.943
C 1.781 -0.538 0.073
O 2.857 -0.922 0.401
O 0.650 -0.241 1.156
H -2.145 -0.415 0.902
H -1.402 -1.765 -0.002
H -2.122 -0.399 -0.880
H -0.111 1.785 1.349
H 0.412 2.107 -0.402
H 0.976 -0.131 -2.015
*
```

For the LUMO energy (alpha / beta), the calculation gives -1.461 / -1.088 eV. The HOMO energy (alpha / beta) is -8.09 / -8.39 eV. The value obtained for the HOMO-LUMO gap (alpha / beta) is 0.2436 / 0.2683 hartree. As for the total energy: -344.422438 hartree.

(13)
Formula: C5H6O2
Source: the OMol25 dataset
Level of theory: ωB97M-V/def2-TZVPD

```
! RIJCOSX wB97M-V def2-TZVPD def2/J DEFGRID3
* xyz 0 1
C -0.444 -1.280 -0.564
C -1.447 -0.872 0.497
C -2.264 0.057 0.259
C 0.667 0.520 0.337
C 1.892 1.377 0.205
O -3.003 0.866 -0.183
O 0.612 -0.410 -0.583
H -0.891 -1.092 -1.492
H -0.008 -2.266 -0.422
H -1.717 -1.508 1.429
H 1.926 1.782 -0.862
H 2.767 0.616 0.378
H 1.909 2.208 1.001
*
```

For the LUMO energy, the calculation gives 0.818 eV. The HOMO energy is -7.78 eV. The value obtained for the HOMO-LUMO gap is 0.3161 hartree. As for the total energy: -344.424986 hartree.

(14)
Formula: C5H6O2
Source: the OMol25 dataset
Level of theory: ωB97M-V/def2-TZVPD

```
! RIJCOSX wB97M-V def2-TZVPD def2/J DEFGRID3
* xyz 0 1
O 0.422 -1.241 2.037
C 0.006 0.099 2.200
C -0.361 0.685 0.920
C -0.721 0.839 -0.220
C -0.401 0.709 -1.630
C 0.371 -0.592 -1.830
O 0.639 -1.396 -0.970
H 0.413 -1.448 1.087
H 0.792 0.665 2.715
H -0.907 0.177 2.798
H 0.278 1.529 -1.899
H -1.235 0.736 -2.339
H 0.706 -0.761 -2.868
*
```

For the LUMO energy, the calculation gives 0.770 eV. The HOMO energy is -9.79 eV. The value obtained for the HOMO-LUMO gap is 0.3880 hartree. As for the total energy: -344.502161 hartree.

(15)
Formula: C5H6O2
Source: the OMol25 dataset
Level of theory: ωB97M-V/def2-TZVPD

```
! RIJCOSX wB97M-V def2-TZVPD def2/J DEFGRID3
* xyz 0 1
C -0.918 1.124 0.000
C -0.495 -1.452 -0.503
C -0.591 0.502 1.265
C -0.017 -0.058 -0.266
C 1.377 0.365 -0.530
O -1.794 1.677 -0.615
O -1.501 -1.897 0.013
H 0.016 -2.218 -1.187
H 0.216 0.634 1.915
H -1.428 -0.076 1.703
H 1.387 0.912 -1.581
H 1.963 -0.533 -0.380
H 1.786 1.018 0.167
*
```

For the LUMO energy, the calculation gives 0.082 eV. The HOMO energy is -9.72 eV. The value obtained for the HOMO-LUMO gap is 0.3602 hartree. As for the total energy: -344.491164 hartree.

(16)
Formula: C5H6O2
Source: the OMol25 dataset
Level of theory: ωB97M-V/def2-TZVPD

```
! RIJCOSX wB97M-V def2-TZVPD def2/J DEFGRID3
* xyz 0 1
O -2.175 -0.109 0.297
C -1.042 -0.708 0.624
C -0.001 -0.612 -0.415
C -0.510 1.810 -0.423
O 0.062 2.307 0.512
C 1.366 -0.828 -0.173
C 2.545 -0.980 0.052
H -1.391 0.987 -0.239
H -0.628 -0.537 1.637
H -1.161 -1.829 0.535
H -0.358 -0.690 -1.443
H -0.449 2.253 -1.442
H 3.581 -1.120 0.277
*
```

For the LUMO energy (alpha / beta), the calculation gives -1.549 / -2.020 eV. The HOMO energy (alpha / beta) is -9.20 / -8.62 eV. The value obtained for the HOMO-LUMO gap (alpha / beta) is 0.2811 / 0.2424 hartree. As for the total energy: -344.355258 hartree.

(17)
Formula: C5H6O2
Source: the OMol25 dataset
Level of theory: ωB97M-V/def2-TZVPD

```
! RIJCOSX wB97M-V def2-TZVPD def2/J DEFGRID3
* xyz 0 1
C -1.078 -0.403 -0.466
C -0.780 0.866 0.334
C 1.175 0.419 -0.348
C 0.313 -0.855 -0.467
C 0.920 -0.323 0.833
H -1.791 -1.037 0.087
H -1.238 -0.171 -1.483
H -1.473 1.654 0.496
H 2.132 0.729 -0.765
H 0.366 -1.824 -0.950
H 1.369 -0.884 1.641
O 0.297 1.573 -0.397
O -0.213 0.256 1.485
*
```

For the LUMO energy, the calculation gives 0.978 eV. The HOMO energy is -9.69 eV. The value obtained for the HOMO-LUMO gap is 0.3922 hartree. As for the total energy: -344.500526 hartree.

(18)
Formula: C5H6O2
Source: the OMol25 dataset
Level of theory: ωB97M-V/def2-TZVPD

```
! RIJCOSX wB97M-V def2-TZVPD def2/J DEFGRID3
* xyz 0 1
C 0.477 -1.238 -0.046
C 1.714 -1.097 -0.365
C -0.899 -1.109 0.352
C -1.002 0.336 -0.244
C 0.611 0.447 -0.328
O 1.007 1.247 -1.314
O 1.025 1.023 0.879
H -1.680 -1.778 0.022
H -1.198 -1.058 1.488
H -1.533 0.390 -1.187
H -1.315 1.140 0.412
H 2.080 1.261 -1.327
H 0.711 0.435 1.657
*
```

For the LUMO energy, the calculation gives 0.668 eV. The HOMO energy is -9.94 eV. The value obtained for the HOMO-LUMO gap is 0.3898 hartree. As for the total energy: -344.401669 hartree.

(19)
Formula: C5H6O2
Source: the OMol25 dataset
Level of theory: ωB97M-V/def2-TZVPD

```
! RIJCOSX wB97M-V def2-TZVPD def2/J DEFGRID3
* xyz 0 1
O 1.698 1.623 -1.421
C 1.848 0.803 -0.528
C 0.814 -0.139 -0.189
O 0.597 -0.786 1.032
C -0.802 -1.002 0.685
C -1.504 0.302 0.663
C -0.652 -0.136 -0.537
H 2.755 0.638 0.087
H 1.827 -0.617 -1.033
H -1.207 -1.997 0.847
H -2.579 0.255 0.468
H -1.207 1.103 1.335
H -1.054 -0.186 -1.537
*
```

For the LUMO energy, the calculation gives 0.837 eV. The HOMO energy is -9.17 eV. The value obtained for the HOMO-LUMO gap is 0.3677 hartree. As for the total energy: -344.433485 hartree.

(20)
Formula: C5H6O2
Source: the OMol25 dataset
Level of theory: ωB97M-V/def2-TZVPD

```
! RIJCOSX wB97M-V def2-TZVPD def2/J DEFGRID3
* xyz 0 1
C 2.090 2.614 -0.358
C -1.314 -0.391 0.230
C -0.345 -1.517 0.110
C -0.342 0.560 -0.256
C 0.584 -0.535 -0.538
O 2.130 2.894 0.728
O 0.795 0.482 0.451
H 1.452 -0.700 -1.147
H -2.280 -0.553 -0.315
H -1.692 -0.147 1.245
H 0.035 -1.871 1.149
H -0.726 -2.402 -0.620
H -0.389 1.566 -0.679
*
```

For the LUMO energy, the calculation gives 1.178 eV. The HOMO energy is -9.79 eV. The value obtained for the HOMO-LUMO gap is 0.4029 hartree. As for the total energy: -344.477853 hartree.